Entry 1:
# C43H76Cl30O9P

19 unconnected molecules or ions with the total composition C43H76Cl30O9P (ωB97M-V/def2-TZVPD, the Open Molecules 2025 dataset).

Last column: Löwdin charge in e.
CARTESIAN COORDINATES (ANGSTROEM)
Cl -5.109 3.207 -4.902  0.483
Cl -5.381 -0.238 -12.143  0.459
Cl 8.923 -2.477 -2.530  0.500
Cl 2.255 6.685 8.177  0.455
Cl -8.108 3.543 3.982  0.532
Cl -5.632 -6.701 -3.922  0.397
Cl -6.615 -0.843 -1.198  0.418
Cl 4.088 -5.043 1.231  0.398
Cl 4.172 4.531 7.832  0.471
Cl 8.430 2.511 2.521  0.432
Cl -4.276 1.019 3.112  0.468
Cl 5.241 -0.301 7.345  0.531
Cl -5.446 -2.783 -10.619  0.520
Cl -2.685 -6.743 -3.910  0.477
Cl -6.390 7.703 -5.166  0.428
Cl 1.058 -10.328 -3.304  0.491
Cl 8.889 3.681 5.155  0.448
Cl 8.900 -1.961 0.345  0.496
Cl -9.121 4.755 1.591  0.509
Cl -8.733 -2.242 -2.831  0.510
Cl -5.942 2.370 -7.549  0.493
Cl 1.237 7.004 3.190  0.500
Cl 2.013 9.679 2.684  0.483
Cl -3.595 7.975 -6.161  0.475
Cl -5.979 -1.074 4.019  0.501
Cl 0.001 -5.857 -8.040  0.496
Cl 1.330 -8.197 -1.110  0.447
Cl 7.673 -1.235 6.172  0.486
Cl -0.488 -3.463 -9.466  0.528
Cl 5.272 -5.607 3.875  0.502
P 0.292 -0.411 -1.683  1.096
O -5.525 -6.676 11.127  0.074
O 9.413 5.959 -2.296  0.096
O -4.664 -4.850 6.041  0.047
O -2.762 -6.337 7.386  0.115
O 5.341 5.999 0.288  0.124
O 6.676 7.274 2.304  0.073
O -7.505 -5.223 9.815  0.095
O 4.691 2.443 -4.239  -0.060
O 10.749 6.599 -0.016  0.097
C 3.832 6.217 7.401  -0.976
C 7.336 6.806 1.319  -0.259
C -4.074 -6.761 -4.996  -0.929
C -4.078 -6.554 9.240  0.055
C -2.475 -0.685 -3.902  -0.241
C 2.008 -0.707 -0.986  -0.242
C -0.999 -1.044 -0.538  -0.272
C -7.859 3.741 2.287  -1.093
C 8.752 6.037 -1.236  -0.283
C -4.454 -1.685 -11.542  -1.026
C 0.063 -5.079 -9.616  -1.089
C 8.130 -2.838 -1.001  -1.043
C 6.952 -0.215 7.434  -1.069
C -1.378 -1.724 -3.695  -0.257
C 8.788 6.814 1.165  0.055
C -6.479 2.739 -5.889  -1.038
C 9.724 3.042 3.670  -0.922
C -8.381 -1.295 -1.378  -0.976
C -3.746 -1.317 -4.537  -0.073
C -4.662 8.165 -4.732  -0.945
C -0.810 -2.513 -0.139  -0.233
C -1.266 3.492 -1.099  -0.262
C 2.298 1.104 0.878  -0.276
C -6.351 -5.519 9.121  -0.170
C 7.345 5.804 -0.960  0.070
C -2.018 -2.941 0.708  -0.269
C -6.195 -5.125 7.852  0.047
C 4.072 -6.169 2.686  -0.954
C 9.386 6.527 0.029  -0.220
C -2.253 3.999 -0.029  -0.089
C -4.940 -5.277 7.214  -0.264
C -3.915 -6.101 8.001  -0.239
C 2.047 -9.034 -2.553  -0.979
C 2.766 1.329 2.287  -0.102
C 6.651 6.149 0.168  -0.235
C -0.035 -1.112 -3.394  -0.250
C -2.092 -4.407 1.019  -0.104
C -5.296 -6.242 9.956  -0.257
C -1.083 2.022 -0.825  -0.279
C 2.282 -0.411 0.510  -0.212
C 0.013 1.396 -1.754  -0.247
C 0.971 8.343 2.110  -1.039
C -4.473 -0.221 4.351  -1.027
H 2.168 -1.750 -1.259  0.082
H 2.330 -8.323 -3.329  0.025
H -8.919 -0.352 -1.475  0.019
H 3.660 0.717 2.413  0.075
H 2.786 -0.275 -1.616  0.100
H 7.213 0.786 7.089  0.007
H -4.463 -0.528 -4.763  0.061
H -3.684 -0.972 4.303  0.024
H 3.056 2.352 2.526  0.083
H -6.982 1.864 -5.479  0.025
H 2.921 1.593 0.129  0.112
H 0.923 1.957 -1.540  0.089
H 7.068 -2.716 -1.213  0.025
H -3.977 -5.861 -5.604  0.015
H 11.054 6.409 -0.906  0.105
H -2.052 1.532 -0.910  0.108
H 10.299 2.145 3.901  0.028
H -3.593 -1.387 -10.944  0.021
H 4.851 2.816 -5.106  0.032
H 1.303 1.549 0.870  0.085
H -1.288 -4.677 1.705  0.076
H -1.946 -5.072 0.168  0.073
H -1.587 3.723 -2.115  0.114
H -4.354 -2.049 -4.006  0.074
H 7.288 -0.352 8.462  0.043
H -3.506 -1.740 -5.512  0.074
H -0.281 1.664 -2.768  0.091
H 9.303 7.119 2.064  0.141
H 3.087 -6.245 3.147  0.030
H -2.671 -0.219 -2.936  0.084
H -0.076 8.645 2.119  0.030
H -7.536 -5.597 10.698  0.110
H -8.676 -1.797 -0.457  0.030
H -4.515 0.288 5.314  0.033
H -4.112 -7.562 -5.734  0.037
H -2.897 -6.009 6.494  0.103
H -4.006 -2.105 -12.443  0.025
H 1.077 -4.991 -10.007  0.029
H -0.982 -0.371 0.319  0.097
H -0.255 3.887 -1.001  0.109
H 5.112 6.483 1.085  0.107
H 8.262 -3.901 -0.799  0.022
H -7.004 -4.561 7.413  0.142
H 3.821 6.305 6.314  0.025
H -1.943 -2.388 1.644  0.110
H 0.218 -0.295 -4.070  0.092
H -7.262 3.496 -5.840  0.034
H -1.676 -2.339 -2.847  0.097
H -0.804 2.052 0.229  0.093
H -0.504 -5.696 -10.312  0.037
H -4.724 9.173 -4.323  0.027
H -3.234 -7.118 9.609  0.142
H -2.971 -2.608 0.297  0.110
H 4.327 -7.124 2.228  0.022
H -4.269 7.484 -3.977  0.016
H 2.051 0.867 2.967  0.083
H 6.758 5.243 -1.672  0.125
H 4.675 6.781 7.799  0.025
H -6.915 4.268 2.149  0.020
H -1.272 -2.405 -4.539  0.125
H 1.233 8.094 1.082  0.026
H 1.583 -0.897 1.191  0.103
H -2.297 5.076 0.131  0.072
H -7.760 2.766 1.811  0.030
H 2.949 -9.522 -2.184  0.017
H -1.950 -0.878 -1.045  0.084
H -2.042 3.597 0.962  0.072
H -2.045 0.180 -4.408  0.108
H 0.025 -2.735 0.526  0.112
H -3.234 3.702 -0.399  0.077
H -3.047 -4.781 1.386  0.080
H -0.663 -3.087 -1.054  0.105
H 3.276 -0.795 0.736  0.116
H 10.231 3.862 3.161  0.019
H 5.563 2.346 -3.856  0.027
H 0.713 -1.842 -3.705  0.097

Summary:
LUMO energy ... -3.4 eV
HOMO-LUMO gap ... 7.71 eV
Total charge ... +1
DFT total energy ... -449202.9910 eV

Entry 2:
# C6H22N2O3

4 unconnected molecules or ions with the total composition C6H22N2O3 (ωB97M-V/def2-TZVPD, the Open Molecules 2025 dataset).

Last column: Löwdin charge in e.
CARTESIAN COORDINATES (ANGSTROEM)
O 1.656 -1.236 2.963  -0.099
O 3.231 -1.419 -0.142  -0.049
O 1.585 0.272 -1.417  -0.052
N -0.268 -0.337 0.799  -0.075
N -1.084 2.316 -0.785  -0.131
C -1.415 -0.982 0.176  -0.254
C -2.589 2.661 -0.594  -0.040
C -0.580 0.991 1.296  -0.231
C -0.277 2.209 0.343  -0.305
C -0.991 -2.235 -0.599  -0.268
C -0.529 -1.913 -1.997  -0.138
H 2.318 -0.207 -1.273  -0.065
H -2.680 2.523 0.487  0.059
H -1.664 -3.102 -0.611  0.102
H -1.397 -1.522 -2.597  0.084
H -0.359 3.133 1.134  0.139
H -2.139 -1.164 0.974  0.113
H -2.014 -0.458 -0.627  0.113
H -0.084 -2.816 -2.577  0.097
H 3.383 -2.268 -0.439  0.002
H 0.473 -0.198 0.105  0.065
H -3.052 1.795 -0.962  0.042
H -1.628 1.119 1.576  0.093
H 0.916 -1.505 2.327  0.044
H 1.954 1.120 -1.795  0.102
H 1.702 -0.354 2.571  0.007
H -0.058 1.223 2.279  0.115
H 0.851 2.161 -0.012  0.126
H -0.710 3.010 -1.399  0.082
H -2.778 3.665 -0.934  0.074
H 0.319 -1.218 -2.030  0.034
H 2.695 -1.500 0.750  0.099
H -0.065 -2.608 -0.025  0.115

Summary:
Energy above the lowest of the compared OMol25 structures with the same formula, charge and spin ... 237.7 kJ/mol
LUMO energy ... 0.5 eV
HOMO-LUMO gap ... 9.03 eV
SMILES ... CCCNCCNC.O.O.O
DFT total energy ... -15699.4635 eV